Below is C18H20BrF3NO3P in the gas phase in a non-equilibrium geometry, with properties calculated with ωB97M-V with the def2-TZVPD basis set.

Properties
- Gap between HOMO and LUMO: 9.02 eV
- Structure (SMILES): CCOP(=O)(OCC)[C@@H](Nc1cccc(C(F)(F)F)c1)c1ccc(Br)cc1
- Charge: 0
- Largest force on an atom: 1.47 eV/A
- Energy above the lowest of the compared OMol25 structures with the same formula, charge and spin: 1.03 kJ/mol
- E_LUMO: 0.5500 eV

Last column: natural (NBO) charge in e.
Positions of all 47 atoms, in Å:
H (-3.91833, 3.14200, -2.63118)  0.219
H (1.05147, 0.87548, -2.26143)  0.228
O (-2.88746, -1.50946, -0.40162)  -0.836
C (-1.22937, -4.21923, 1.05118)  -0.067
C (1.69142, -1.74310, -0.22714)  -0.202
C (-5.04045, -1.40643, 0.68557)  -0.624
O (-0.98642, -1.30850, 1.34140)  -1.099
P (-1.36619, -1.81864, 0.02357)  2.366
H (-0.82607, -5.18603, 0.73630)  0.188
C (-3.73049, -0.68976, 0.40506)  -0.068
C (-1.26233, 1.26757, -0.55389)  -0.303
C (0.98631, -0.92543, -1.10245)  0.025
H (3.50414, -2.03356, 0.87780)  0.230
H (-1.60555, -0.76334, -3.09941)  0.395
H (-3.23998, 4.02558, -0.41980)  0.231
H (-2.59045, -5.08253, 2.46816)  0.220
H (-5.69867, -0.74399, 1.24057)  0.218
H (-3.92050, 0.23500, -0.14976)  0.184
C (-2.61558, 1.45832, -2.53148)  -0.274
Br (5.28386, 0.24723, 0.28636)  0.052
C (2.96233, -1.40078, 0.19213)  -0.236
H (-2.94795, -3.40563, 2.02588)  0.213
H (-4.87145, -2.30734, 1.26859)  0.208
C (-2.61638, -4.37006, 1.64777)  -0.636
O (-1.23730, -3.41688, -0.12568)  -0.825
C (-2.80192, 3.12092, -0.80887)  -0.226
H (-3.20814, -0.44164, 1.33443)  0.209
C (-0.40147, -1.33688, -1.51480)  -0.422
F (-0.15391, 2.70068, 1.56588)  -0.318
F (-1.64374, 4.24294, 1.44395)  -0.326
C (-1.84205, 2.43412, -0.07966)  -0.115
H (-5.52007, -1.68291, -0.24998)  0.210
C (-3.17604, 2.62098, -2.04640)  -0.185
H (-3.31543, -4.71819, 0.89098)  0.214
H (1.23911, -2.65652, 0.12790)  0.218
H (-2.92156, 1.07142, -3.49298)  0.210
H (-0.51675, 0.76883, 0.04264)  0.257
H (3.31377, 1.49852, -1.52329)  0.230
C (2.85520, 0.59154, -1.16104)  -0.239
H (-0.32745, -2.26767, -2.08779)  0.261
C (1.58220, 0.23814, -1.57169)  -0.213
C (-1.44490, 2.92347, 1.28274)  0.973
H (-0.56051, -3.76263, 1.78840)  0.196
C (-1.65320, 0.75926, -1.79310)  0.266
N (-1.08345, -0.37215, -2.32954)  -0.620
F (-2.15822, 2.32320, 2.25752)  -0.326
C (3.53250, -0.22954, -0.27784)  -0.062

Atoms 1-2, force components in eV/Å:
-0.1 0.0 -0.1
-0.1 0.0 -0.1